(1)
Molecular formula: C16H17AuN2O3Si
Method: DFT, ωB97M-V/def2-TZVPD

CARTESIAN COORDINATES (ANGSTROEM)
Au (0.406, 0.683, -0.187)
N (1.064, -1.470, 0.162)
C (1.589, -2.250, -0.970)
C (0.696, -2.279, -2.200)
O (0.741, -3.200, -2.974)
N (-0.049, -1.096, -2.406)
C (-1.161, -1.209, -3.007)
C (-3.168, -1.617, -0.508)
O (-3.877, -2.067, -1.306)
O (-2.406, -1.312, 0.310)
H (1.760, -1.440, 0.899)
H (0.244, -1.918, 0.559)
H (1.818, -3.282, -0.704)
H (2.517, -1.776, -1.300)
H (-1.567, -2.184, -3.290)
H (-1.752, -0.315, -3.197)
C (-3.954, 1.470, -3.655)
C (-4.159, 1.354, -2.285)
C (-3.173, 1.764, -1.399)
C (-1.963, 2.305, -1.849)
C (-1.783, 2.420, -3.227)
C (-2.763, 2.007, -4.124)
Si (-0.571, 2.714, -0.619)
C (-1.376, 3.635, 0.813)
C (-1.364, 3.130, 2.114)
C (-1.989, 3.805, 3.156)
C (-2.640, 5.005, 2.911)
C (-2.663, 5.526, 1.623)
C (-2.038, 4.845, 0.589)
H (-4.721, 1.152, -4.350)
H (-5.093, 0.950, -1.912)
H (-3.350, 1.679, -0.330)
H (-0.859, 2.839, -3.610)
H (-2.598, 2.110, -5.190)
H (0.260, 3.709, -1.358)
H (-0.853, 2.194, 2.310)
H (-1.967, 3.396, 4.158)
H (-3.127, 5.534, 3.719)
H (-3.170, 6.463, 1.427)
H (-2.068, 5.262, -0.412)

For the HOMO-LUMO gap, the calculation gives 0.28538 Eh. For the total energy, the calculation gives -1380.34977 Ha. For the energy relative to the best compared isomer or geometry (same formula, charge and spin), the calculation gives 6.2 kJ/mol. Its charge is 0.

(2)
Molecular formula: C16H17Br4F5N4O3Pb
Method: DFT, ωB97M-V/def2-TZVPD

CARTESIAN COORDINATES (ANGSTROEM)
Pb (-0.033, -0.109, 0.001)
N (-0.422, 0.723, -1.930)
C (-0.732, 0.266, -3.265)
C (-2.155, -0.305, -3.349)
C (-2.376, -1.718, -2.772)
C (-2.632, -1.821, -1.262)
N (-1.410, -1.663, -0.506)
H (-0.881, 1.727, -1.729)
H (0.766, 1.454, -1.883)
H (-0.003, -0.489, -3.579)
H (-0.642, 1.111, -3.956)
H (-2.404, -0.358, -4.417)
H (-2.876, 0.396, -2.910)
H (-1.550, -2.377, -3.068)
H (-3.271, -2.122, -3.265)
H (-3.061, -2.803, -1.036)
H (-3.362, -1.068, -0.949)
H (-0.806, -2.603, -0.515)
H (-1.575, -1.990, 0.843)
Br (-3.685, 5.527, 2.113)
C (-2.258, 4.308, 1.672)
C (-0.920, 4.690, 1.854)
Br (-0.494, 6.438, 2.547)
C (0.108, 3.785, 1.526)
Br (1.963, 4.293, 1.769)
C (-0.170, 2.486, 1.011)
O (0.698, 1.609, 0.690)
C (-1.518, 2.101, 0.828)
O (-1.693, 0.926, 0.365)
C (-2.548, 3.027, 1.164)
Br (-4.389, 2.479, 0.905)
N (1.941, 1.256, -1.594)
N (1.852, 0.006, -0.960)
H (2.875, 1.330, -2.060)
H (1.880, 2.002, -0.863)
H (2.626, -0.088, -0.262)
H (1.921, -0.743, -1.687)
F (4.294, -3.363, 4.422)
C (3.473, -2.994, 3.427)
C (2.928, -1.726, 3.411)
F (3.222, -0.862, 4.396)
C (2.074, -1.344, 2.374)
F (1.578, -0.092, 2.421)
C (1.720, -2.205, 1.302)
O (0.937, -1.853, 0.353)
C (2.314, -3.492, 1.378)
F (2.060, -4.406, 0.422)
C (3.168, -3.879, 2.413)
F (3.697, -5.113, 2.425)
H (-0.229, -0.355, 1.785)

For the HOMO-LUMO gap, the calculation gives 0.23460 Eh. For the total energy, the calculation gives -12052.47959 Ha. Its charge is 0.

(3)
Molecular formula: C16H17CaN11O9
Method: DFT, ωB97M-V/def2-TZVPD

CARTESIAN COORDINATES (ANGSTROEM)
Ca (-0.840, 0.522, 0.332)
O (-2.212, -2.183, -0.186)
C (-1.904, -1.413, -1.114)
O (-2.298, -0.201, -1.176)
C (-0.881, -1.793, -2.163)
C (-1.131, -2.731, -3.122)
C (-0.191, -2.947, -4.141)
C (0.973, -2.222, -4.214)
C (1.221, -1.266, -3.240)
C (0.355, -1.049, -2.132)
O (0.635, -0.290, -1.149)
N (2.440, -0.487, -3.369)
O (2.491, 0.616, -2.838)
O (3.352, -0.946, -4.031)
N (-0.466, -3.944, -5.162)
O (0.357, -4.110, -6.044)
O (-1.504, -4.577, -5.074)
H (-2.049, -3.301, -3.116)
H (1.677, -2.383, -5.014)
N (3.136, -1.992, 3.268)
N (1.823, -1.875, 2.853)
N (0.998, -2.894, 2.864)
C (-0.076, -2.362, 2.294)
N (0.125, -1.082, 1.970)
N (1.359, -0.785, 2.325)
H (3.145, -2.590, 4.087)
H (3.465, -1.064, 3.510)
H (-0.986, -2.897, 2.084)
N (4.056, 2.961, -1.625)
C (3.801, 3.872, -0.665)
O (4.545, 4.806, -0.422)
C (2.558, 3.675, 0.167)
C (2.380, 4.493, 1.277)
C (1.260, 4.325, 2.075)
C (0.344, 3.346, 1.729)
N (0.501, 2.569, 0.656)
C (1.587, 2.725, -0.106)
H (4.895, 3.100, -2.163)
H (3.505, 2.142, -1.825)
H (3.133, 5.241, 1.489)
H (1.097, 4.936, 2.952)
H (-0.546, 3.163, 2.319)
H (1.658, 2.045, -0.949)
C (-5.161, -1.190, 2.163)
N (-3.964, -0.495, 1.744)
C (-3.452, 0.580, 2.356)
N (-4.118, 1.085, 3.429)
O (-2.372, 1.095, 1.989)
H (-5.281, -2.068, 1.534)
H (-6.053, -0.570, 2.041)
H (-5.092, -1.523, 3.202)
H (-3.416, -0.892, 0.980)
H (-5.078, 0.845, 3.597)
H (-3.801, 1.982, 3.751)

For the HOMO-LUMO gap, the calculation gives 0.29589 Eh. For the total energy, the calculation gives -2577.03228 Ha. For the energy relative to the best compared isomer or geometry (same formula, charge and spin), the calculation gives 6.2 kJ/mol. Its charge is 0.

(4)
Molecular formula: C16H17Cl3N3O2S5SeTi
Method: DFT, ωB97M-V/def2-TZVPD

CARTESIAN COORDINATES (ANGSTROEM)
Ti (-0.922, -2.245, -0.071)
Cl (6.185, -0.606, 1.467)
C (4.585, -0.830, 0.812)
C (3.685, -1.649, 1.470)
C (2.426, -1.807, 0.927)
Cl (1.230, -2.770, 1.744)
C (1.995, -1.194, -0.267)
O (0.802, -1.346, -0.736)
C (2.957, -0.355, -0.872)
Cl (2.487, 0.509, -2.300)
C (4.225, -0.175, -0.353)
H (3.953, -2.146, 2.391)
H (4.923, 0.481, -0.855)
C (-1.217, 2.579, 2.047)
C (-0.045, 1.941, 1.307)
C (0.635, 2.974, 0.415)
C (0.979, 1.372, 2.297)
N (-0.564, 0.921, 0.382)
N (-1.176, -0.214, 0.992)
H (-0.862, 3.396, 2.678)
H (-1.726, 1.862, 2.694)
H (-1.939, 2.978, 1.332)
H (1.073, 3.769, 1.022)
H (-0.083, 3.414, -0.278)
H (1.438, 2.510, -0.167)
H (1.381, 2.170, 2.924)
H (1.813, 0.905, 1.764)
H (0.547, 0.629, 2.973)
H (0.196, 0.551, -0.182)
H (-2.177, -0.051, 1.067)
H (-0.827, -0.365, 1.938)
Se (-2.561, -3.779, 4.417)
C (-2.126, -3.318, 2.756)
N (-1.842, -3.012, 1.665)
O (-0.509, -5.152, -1.449)
C (-0.635, -4.135, -0.954)
C (-1.908, -1.185, -4.735)
S (-0.680, -0.559, -3.563)
C (-1.759, 0.361, -2.527)
C (-2.704, -0.165, -1.716)
S (-3.037, -1.848, -1.414)
S (-3.738, 1.015, -0.945)
C (-2.950, 2.449, -1.491)
S (-3.424, 3.974, -1.070)
S (-1.693, 2.106, -2.612)
H (-1.366, -1.791, -5.461)
H (-2.407, -0.365, -5.250)
H (-2.634, -1.805, -4.212)

For the HOMO-LUMO gap (spin up / spin down), the calculation gives 0.24043 / 0.27521 Eh. For the total energy, the calculation gives -7557.27296 Ha. For the energy relative to the best compared isomer or geometry (same formula, charge and spin), the calculation gives 8.8 kJ/mol. Its spin multiplicity is 3. Its charge is -1.